# 1
Entry from OMol25: a structure of composition C24H14Br5F6N6O10S3Tc in a non-equilibrium geometry (ωB97M-V/def2-TZVPD).

The frontier orbital gap (alpha / beta) is 0.2001 / 0.2305 hartree. The spin multiplicity is 2. The calculation puts the total energy at -16748.80122 hartree. Its charge is -1.

Atoms and positions in Å:
Tc -0.224 -0.006 -0.602
Br -1.490 6.266 -3.229
C -1.097 4.846 -2.049
C -0.794 5.102 -0.705
Br -0.749 6.874 -0.062
C -0.511 4.056 0.169
Br 0.012 4.283 1.953
C -0.559 2.744 -0.302
O -0.290 1.679 0.436
C -0.829 2.494 -1.654
O -0.763 1.217 -2.009
C -1.100 3.541 -2.529
Br -1.426 3.087 -4.324
C 2.790 2.410 -0.312
C 2.688 1.329 -1.325
N 1.742 0.409 -1.380
C 1.987 -0.391 -2.464
C 3.127 0.032 -3.077
N 3.550 1.113 -2.340
C 3.914 -0.423 -4.249
O 3.454 -1.471 -4.895
O 4.925 0.168 -4.550
C 1.014 -1.472 -2.783
O 1.248 -2.233 -3.720
O -0.019 -1.509 -2.023
H 2.409 2.063 0.651
H 2.185 3.267 -0.616
H 3.822 2.738 -0.199
H 4.378 1.642 -2.569
H 2.602 -1.823 -4.484
C -5.097 -2.376 -3.817
C -4.111 -2.667 -2.726
C -3.576 -3.937 -2.536
C -2.662 -4.082 -1.514
N -2.289 -3.067 -0.741
C -2.843 -1.890 -1.010
S -2.380 -0.490 -0.013
N -3.746 -1.646 -1.956
H -5.696 -3.252 -4.059
H -4.564 -2.070 -4.719
H -5.743 -1.553 -3.519
H -3.866 -4.772 -3.158
H -2.209 -5.043 -1.296
F 1.904 0.103 5.954
C 1.725 -0.434 4.754
F 2.942 -0.706 4.254
F 1.085 -1.595 4.893
S 0.795 0.717 3.585
O -0.267 -0.086 3.042
O 1.836 1.169 2.697
N 0.318 1.921 4.468
S -0.898 1.753 5.479
O -0.975 2.942 6.271
O -0.960 0.466 6.113
C -2.444 1.799 4.409
F -2.993 0.591 4.325
F -2.194 2.239 3.180
F -3.341 2.620 4.969
Br -0.393 -4.787 2.726
C 0.693 -3.424 2.007
C 2.058 -3.426 2.205
C 2.785 -2.375 1.674
C 2.131 -1.396 0.956
N 0.809 -1.420 0.739
C 0.093 -2.409 1.288
H 2.533 -4.210 2.778
H 3.850 -2.294 1.832
H 2.670 -0.550 0.570
H -0.975 -2.393 1.135

Löwdin atomic charge list, values in e, 4 entries: atom 1 (Tc): 1.423, atom 2 (Br): 0.701, atom 3 (C): -0.751, atom 4 (C): -0.742

# 2
Entry from OMol25: a structure of composition C11H15Cl2O2PdSc in a non-equilibrium geometry (ωB97M-V/def2-TZVPD).

The frontier orbital gap (alpha / beta) is 0.2125 / 0.1753 hartree. The spin multiplicity is 5. The calculation puts the total energy at -2387.48354 hartree. Its charge is 0.

Atoms and positions in Å:
Sc 0.860 -1.640 -1.313
Cl 2.115 -3.440 -2.148
C 1.127 0.456 -2.354
C -1.994 0.114 -4.435
H 0.880 0.700 -3.386
H 1.536 1.345 -1.854
H 1.955 -0.299 -2.424
H -1.974 0.581 -5.428
H -2.888 -0.521 -4.382
H -1.101 -0.526 -4.362
Pd -0.915 0.601 -1.651
C -1.481 -1.387 -1.196
C -2.058 1.189 -3.343
H -2.433 -1.051 -1.621
H -1.261 -2.363 -1.691
H -1.618 -1.497 -0.116
H -3.063 1.372 -2.932
H -1.519 2.107 -3.615
Cl 1.693 0.424 6.960
C 1.329 0.377 5.290
C 1.317 -0.862 4.622
C 1.059 -0.897 3.251
C 0.814 0.284 2.552
C 0.811 1.510 3.218
C 1.084 1.570 4.589
C 0.552 0.229 1.083
O 1.043 -0.834 0.497
O -0.098 1.139 0.515
H 1.493 -1.779 5.180
H 1.054 -1.845 2.719
H 0.598 2.419 2.660
H 1.083 2.524 5.117

Löwdin atomic charge list, values in e, 4 entries: atom 1 (Sc): 0.702, atom 2 (Cl): -0.080, atom 3 (C): -0.255, atom 4 (C): -0.208

# 3
Entry from OMol25: a structure of composition C17H14BrN2O8Pt in a non-equilibrium geometry (ωB97M-V/def2-TZVPD).

The frontier orbital gap is 0.2662 hartree. The calculation puts the total energy at -4061.11216 hartree. Its charge is -1.

Atoms and positions in Å:
Pt 0.090 0.035 0.062
O 0.271 1.789 5.692
C 0.250 1.580 4.350
C 1.411 1.559 3.585
C 1.299 1.316 2.234
N 0.111 1.135 1.661
C -1.008 1.131 2.389
C -0.986 1.367 3.744
C -2.254 0.806 1.592
O -3.338 1.135 2.046
O -2.015 0.217 0.475
C 2.478 1.191 1.290
O 3.559 1.628 1.658
O 2.185 0.645 0.169
H 1.185 1.895 5.978
H 2.399 1.712 3.999
H -1.910 1.370 4.301
C -1.245 3.305 -3.216
C 0.282 3.220 -3.390
C 0.780 3.118 -1.951
O -0.227 2.370 -1.295
C -1.471 2.882 -1.750
H -1.762 2.643 -3.909
H -1.616 4.316 -3.389
H 0.701 4.075 -3.922
H 0.556 2.315 -3.933
H 0.860 4.114 -1.489
H 1.720 2.586 -1.816
H -1.750 3.745 -1.130
H -2.213 2.098 -1.607
Br -0.802 -6.276 -3.905
C -0.231 -5.718 -2.186
C 0.176 -6.670 -1.264
N 0.593 -6.351 -0.045
C 0.604 -5.063 0.288
C 0.213 -4.043 -0.571
C -0.214 -4.378 -1.848
C 0.244 -2.611 -0.117
O 0.097 -1.730 -1.069
O 0.394 -2.332 1.066
H 0.161 -7.722 -1.525
H 0.938 -4.806 1.285
H -0.514 -3.602 -2.537

Löwdin atomic charge list, values in e, 4 entries: atom 1 (Pt): 1.250, atom 2 (O): 0.068, atom 3 (C): -0.279, atom 4 (C): 0.071

# 4
Entry from OMol25: a structure of composition C24H38Cl3GeO3PS2TeV (ωB97M-V/def2-TZVPD).

The frontier orbital gap (alpha / beta) is 0.2000 / 0.1958 hartree. The spin multiplicity is 2. The calculation puts the total energy at -6969.84838 hartree. Its charge is +2.

Atoms and positions in Å:
V -0.044 0.980 0.631
Cl 0.310 1.803 -1.930
Ge 2.398 2.587 -1.349
Cl 0.169 -1.134 -0.433
Cl 2.374 1.202 0.578
C 3.436 0.481 5.385
C 3.233 1.643 4.419
C 1.747 1.788 4.047
C 1.048 0.411 4.038
C 2.041 -0.679 3.608
C 3.108 -0.854 4.698
P -0.480 0.366 3.037
C -1.691 1.625 3.637
C -1.240 3.091 3.687
C -2.487 3.977 3.573
C -3.672 3.368 4.344
C -3.162 2.518 5.504
C -2.345 1.309 5.000
C -1.378 -1.225 3.382
C -1.310 -1.691 4.869
C -0.486 -2.961 5.056
C -1.094 -4.138 4.285
C -1.763 -3.667 2.985
C -1.091 -2.406 2.449
H 2.792 0.628 6.257
H 4.457 0.466 5.764
H 3.831 1.474 3.518
H 3.586 2.578 4.852
H 1.660 2.277 3.074
H 1.250 2.439 4.767
H 0.727 0.186 5.060
H 2.514 -0.375 2.674
H 1.551 -1.628 3.403
H 4.007 -1.274 4.244
H 2.765 -1.581 5.438
H -2.478 1.544 2.872
H -0.514 3.355 2.929
H -0.755 3.262 4.649
H -2.751 4.104 2.518
H -2.254 4.971 3.957
H -4.284 2.747 3.682
H -4.331 4.156 4.708
H -3.986 2.162 6.122
H -2.542 3.140 6.152
H -2.993 0.435 4.915
H -1.576 1.068 5.738
H -2.414 -0.915 3.186
H -2.332 -1.888 5.201
H -0.939 -0.907 5.525
H -0.427 -3.195 6.119
H 0.541 -2.791 4.733
H -1.830 -4.651 4.905
H -0.316 -4.868 4.060
H -2.820 -3.448 3.165
H -1.733 -4.458 2.235
H -1.461 -2.182 1.448
H -0.020 -2.574 2.316
Te -2.737 -1.268 -0.802
C -4.391 -1.105 -1.968
C -4.801 -2.345 -2.508
C -5.925 -2.403 -3.303
C -6.630 -1.232 -3.570
C -6.220 0.001 -3.048
C -5.101 0.075 -2.254
H -4.245 -3.254 -2.299
H -6.253 -3.346 -3.717
H -7.510 -1.273 -4.199
H -6.783 0.894 -3.278
H -4.773 1.027 -1.857
O 0.090 5.494 1.108
S 0.196 4.672 -0.037
O -0.254 2.529 0.898
O 1.566 4.202 -0.315
S -2.602 0.789 0.043

Löwdin atomic charge list, values in e, 4 entries: atom 1 (V): -0.021, atom 2 (Cl): 0.071, atom 3 (Ge): 0.721, atom 4 (Cl): -0.037

# 5
Entry from OMol25: a structure of composition C2H4BrN2 in a non-equilibrium geometry (ωB97M-V/def2-TZVPD).

The frontier orbital gap (alpha / beta) is 0.3143 / 0.3139 hartree. The calculation puts the total energy at -2761.63363 hartree. Its charge is +1.

Atoms and positions in Å:
C 1.566 -0.557 -0.421
C -1.045 0.689 0.149
N 0.035 -0.232 0.616
N 0.485 -1.189 -0.140
Br 3.038 0.336 -0.086
H -1.911 0.684 0.825
H -0.700 1.677 0.263
H -1.495 0.691 -0.863
H 0.026 -2.099 -0.345

Löwdin atomic charge list, values in e, 4 entries: atom 1 (C): -0.477, atom 2 (C): -0.044, atom 3 (N): 0.004, atom 4 (N): -0.028

# 6
Entry from OMol25: the ion C5H11N2 with charge +1 in a non-equilibrium geometry (ωB97M-V/def2-TZVPD).

The frontier orbital gap is 0.3934 hartree. The calculation puts the total energy at -306.33074 hartree. Its charge is +1. Its SMILES is CC1(/[NH+]=C/N)CC1.

Atoms and positions in Å:
C -1.350 -1.242 0.997
C -0.652 -0.105 0.250
N 0.753 -0.470 0.112
C 1.711 0.390 0.086
N 2.930 0.269 -0.380
C -1.163 1.269 0.116
C -1.289 0.230 -1.049
H -0.794 -2.057 0.520
H -2.447 -1.260 1.028
H -1.125 -1.296 2.068
H 0.710 -1.485 -0.189
H 1.475 1.306 0.509
H 3.634 1.065 -0.378
H 3.223 -0.631 -0.911
H -0.471 2.155 -0.040
H -2.111 1.561 0.512
H -2.340 -0.087 -1.314
H -0.693 0.386 -1.938

Löwdin atomic charge list, values in e, 4 entries: atom 1 (C): 0.009, atom 2 (C): -0.516, atom 3 (N): 0.129, atom 4 (C): -0.160